Here is C57H36F5OP2PbS7 as an isolated structure from the Open Molecules 2025 dataset. Energies are from ωB97M-V/def2-TZVPD.

Values from the calculation:
E, eV: -175004.0755
Kohn-Sham gap, eV: 6.192
Relative energy (zero: lowest compared OMol25 entry of this formula, charge and spin), kcal/mol: 0.0
Lowest unoccupied orbital energy, eV: 1.76
Net charge: -1

Last column: Löwdin charge in e.
Geometry (Å):
Pb 2.024 1.775 1.046  0.723
O -0.175 1.842 -1.940  -0.525
S -0.959 1.058 -0.943  0.815
C -2.227 0.221 -1.971  -0.269
C -3.531 0.653 -2.001  -0.054
C -4.496 0.155 -2.902  -0.016
C -4.118 -0.803 -3.788  -0.162
C -4.890 -1.498 -4.883  -0.105
C -3.894 -2.523 -5.480  -0.106
C -2.613 -2.306 -4.710  -0.161
C -1.398 -2.914 -4.804  -0.011
C -0.391 -2.519 -3.909  -0.082
C -0.536 -1.543 -2.944  -0.279
P 0.928 -1.328 -1.811  1.117
C 2.238 -1.012 -3.064  -0.353
C 2.394 0.330 -3.420  -0.088
C 3.358 0.707 -4.343  -0.080
C 4.201 -0.246 -4.898  -0.093
C 4.059 -1.579 -4.541  -0.086
C 3.076 -1.965 -3.639  -0.103
C 1.148 -3.082 -1.314  -0.368
C 0.026 -3.879 -1.080  -0.105
C 0.152 -5.143 -0.523  -0.089
C 1.406 -5.645 -0.206  -0.099
C 2.529 -4.862 -0.425  -0.081
C 2.400 -3.585 -0.955  -0.102
C -1.797 -0.852 -2.844  -0.118
C -2.797 -1.299 -3.743  -0.084
C -1.949 2.278 -0.061  -0.358
C -2.290 3.400 -0.774  -0.074
C -3.149 4.392 -0.266  -0.005
C -3.697 4.194 0.968  -0.149
C -4.668 5.027 1.771  -0.099
C -4.871 4.243 3.094  -0.100
C -3.958 3.046 2.975  -0.152
C -3.665 2.039 3.847  -0.009
C -2.655 1.123 3.492  -0.084
C -1.975 1.154 2.293  -0.297
P -0.481 0.087 2.141  1.014
C -1.368 -1.532 2.212  -0.336
C -2.126 -1.889 1.097  -0.099
C -2.848 -3.071 1.076  -0.093
C -2.823 -3.922 2.173  -0.099
C -2.078 -3.573 3.290  -0.084
C -1.355 -2.387 3.312  -0.084
C 0.352 0.180 3.768  -0.413
C 0.215 1.231 4.672  -0.099
C 1.048 1.310 5.780  -0.086
C 2.032 0.357 5.986  -0.088
C 2.190 -0.683 5.080  -0.080
C 1.365 -0.765 3.972  -0.136
C -2.376 2.104 1.296  -0.166
C -3.318 3.064 1.721  -0.092
H -3.848 1.422 -1.318  0.099
H -5.502 0.558 -2.885  0.114
H -5.219 -0.778 -5.634  0.116
H -5.787 -1.979 -4.489  0.115
H -3.746 -2.363 -6.549  0.115
H -4.250 -3.547 -5.356  0.115
H -1.197 -3.692 -5.532  0.114
H 0.561 -3.032 -3.969  0.102
H 1.756 1.075 -2.958  0.079
H 3.465 1.750 -4.613  0.107
H 4.971 0.048 -5.601  0.102
H 4.718 -2.327 -4.967  0.100
H 2.970 -3.011 -3.387  0.092
H -0.957 -3.510 -1.340  0.092
H -0.736 -5.731 -0.323  0.099
H 1.500 -6.641 0.212  0.096
H 3.518 -5.229 -0.178  0.103
H 3.285 -2.976 -1.069  0.098
H -1.870 3.500 -1.768  0.116
H -3.373 5.269 -0.863  0.115
H -5.608 5.163 1.233  0.114
H -4.251 6.019 1.953  0.120
H -5.910 3.933 3.220  0.114
H -4.604 4.845 3.963  0.118
H -4.145 1.960 4.816  0.114
H -2.368 0.377 4.224  0.109
H -2.156 -1.229 0.237  0.075
H -3.427 -3.334 0.198  0.104
H -3.381 -4.850 2.156  0.097
H -2.065 -4.225 4.155  0.100
H -0.784 -2.126 4.193  0.095
H -0.520 2.005 4.497  0.101
H 0.944 2.139 6.469  0.107
H 2.699 0.443 6.836  0.104
H 2.976 -1.415 5.220  0.107
H 1.516 -1.554 3.241  0.113
F 7.946 0.925 -3.407  0.100
C 7.088 0.699 -2.403  -0.159
C 6.073 1.591 -2.125  -0.162
F 5.946 2.698 -2.870  0.103
C 5.194 1.345 -1.089  -0.245
F 4.228 2.261 -0.882  0.003
C 5.269 0.218 -0.270  -0.585
S 4.199 -0.132 1.044  0.456
C 6.315 -0.661 -0.590  -0.257
F 6.478 -1.782 0.124  0.061
C 7.199 -0.438 -1.625  -0.155
F 8.173 -1.322 -1.887  0.101
S 1.924 7.094 6.470  0.455
C 1.883 5.908 5.328  -1.537
S 3.038 4.628 5.217  0.869
C 2.425 3.862 3.762  -1.156
C 1.305 4.403 3.237  -1.173
S 0.460 3.870 1.825  0.436
S 0.668 5.795 4.104  0.865
S 3.342 2.521 3.136  0.432